1.
Formula: C28H53INO11PS4
Source: OMol25
Level of theory: ωB97M-V/def2-TZVPD

Properties
- HOMO level: -0.3197 hartree
- M: 865.87 g/mol
- HOMO-LUMO gap: 8.38 eV
- LUMO level: -0.323 eV
- Strongest force on any atom: 9.09 eV/Å
- SMILES: CC(C)C[C@H](C)CO[C@](CCCI)(OC(=O)CCCSC(=S)N1CCOCC1)P(=O)(O)O.O=S1(=O)CCCC1.O=S1(=O)CCCC1

XYZ file:
```
99
Properties=species:S:1:pos:R:3:forces:R:3
C 3.80509 0.69952 0.03110 -0.01 -0.57 1.55
C 4.08644 0.80701 1.67396 0.44 1.42 -0.68
C 5.13473 2.09118 1.85512 0.63 -1.25 0.11
C 2.65909 1.03911 2.50396 1.33 -0.30 0.61
C 2.22791 -0.37504 3.21147 -0.58 -0.45 -0.15
C 2.39082 -1.70046 2.22275 1.70 0.62 0.18
C 0.67722 -0.37479 3.82095 1.84 -0.72 1.39
O -0.12184 0.78435 3.40067 -2.06 -2.23 -0.68
C -1.40322 0.39947 2.79083 2.10 0.70 -2.48
C -1.09877 -0.36284 1.33323 -0.86 0.89 -0.30
C -2.47335 -0.81538 0.54618 0.98 -0.35 -0.69
C -2.13247 -0.68937 -1.08179 0.67 1.76 1.25
I -3.30678 -2.06212 -2.31867 0.57 0.61 0.59
O -2.06935 1.68593 2.39809 -1.03 -1.08 3.52
C -2.72623 2.31037 3.55570 1.55 2.96 6.07
O -2.12315 2.65688 4.71231 -3.30 -2.59 -8.06
C -4.34968 2.70464 3.47394 -0.13 -0.49 -0.55
C -4.95040 2.67362 1.94881 -1.39 0.19 0.17
C -5.19477 4.18346 1.29300 -0.39 -1.91 -1.32
S -3.87634 5.43326 1.74784 1.15 -0.31 -0.94
C -2.32623 5.15100 0.66665 0.32 -0.90 -0.54
S -2.42402 4.06256 -0.64730 0.22 2.05 2.03
N -1.09768 5.93948 1.07793 -1.64 -2.63 -1.09
C -0.49922 5.41468 2.36438 0.01 0.03 2.15
C 0.77560 4.39806 2.16295 -0.57 0.58 0.47
O 0.62953 3.75566 0.84543 1.16 2.40 0.36
C 0.96228 4.80648 -0.15024 0.35 0.05 0.06
C -0.08328 6.06441 -0.03756 0.83 1.03 -0.48
P -2.53319 -0.67228 3.92369 -0.71 -1.55 7.16
O -2.28680 -0.37698 5.48967 -1.01 -0.98 -6.70
O -2.18129 -2.40459 3.74550 -2.42 2.99 -2.03
O -4.25072 -0.52445 3.53001 3.40 0.39 -1.09
H 4.64493 1.27509 -0.57216 -1.71 -1.33 1.20
H 3.77869 -0.44792 -0.26140 0.11 3.07 0.85
H 2.75324 1.21207 -0.16050 2.24 -1.16 0.14
H 4.69458 -0.13377 2.08198 -1.61 1.97 -0.90
H 5.00715 2.91251 1.02934 -0.04 -1.44 1.81
H 6.21673 1.61884 1.68824 -2.19 1.19 0.35
H 5.10498 2.50532 2.94949 0.03 -0.53 -2.15
H 2.91095 1.80300 3.37790 -0.72 -1.53 -1.75
H 1.84208 1.52875 1.82440 1.50 -1.15 1.24
H 2.96935 -0.55631 4.11945 -1.66 0.44 -1.82
H 3.53701 -2.01790 2.32666 -2.51 0.49 -0.42
H 1.76468 -2.62645 2.56862 0.98 1.90 -0.74
H 2.24477 -1.40232 1.09511 -0.04 -0.78 2.22
H 0.23018 -1.41989 3.54522 0.42 2.17 0.54
H 0.79728 -0.31359 4.99585 -0.62 -0.12 -2.40
H -0.44197 -1.32434 1.44860 -1.08 2.11 -0.05
H -0.57042 0.47775 0.67038 -0.92 -1.86 1.62
H -2.69655 -1.94220 0.83470 0.14 2.45 -0.68
H -3.37279 -0.09355 0.74839 1.67 -1.52 -0.26
H -2.44193 0.41525 -1.37622 0.68 -2.43 0.37
H -0.97522 -0.81130 -1.30976 -2.61 -0.05 0.47
H -4.96675 1.91668 4.11232 1.75 1.46 -1.25
H -4.56795 3.75496 3.99814 1.00 -2.37 -1.26
H -6.04398 2.20240 2.03415 2.30 0.97 -0.27
H -4.36703 1.99064 1.19813 -0.77 1.47 1.57
H -5.26388 4.03350 0.11213 0.35 0.54 2.55
H -6.25520 4.56458 1.62624 2.40 -0.30 -0.35
H -0.15804 6.34462 3.02834 -0.67 -1.96 -1.44
H -1.31884 4.83548 2.99980 1.60 1.37 -1.54
H 1.75045 5.05636 2.27688 -1.63 -1.50 -0.59
H 0.78393 3.58536 3.00974 -0.17 1.47 -1.84
H 2.03292 5.22381 0.11530 -1.94 -0.89 -0.62
H 0.99580 4.32700 -1.22290 -0.31 0.87 2.27
H -0.61617 6.28256 -1.05889 0.89 -0.62 2.14
H 0.55855 7.04003 0.20647 -1.42 -2.06 -0.38
H -2.86701 -2.76313 3.07770 1.52 0.65 1.45
H -4.37858 -0.00831 2.68078 0.27 -0.79 1.20
C 5.16854 -1.76351 -5.03611 0.05 -0.09 -0.27
C 5.02377 -0.24267 -5.00963 0.33 0.17 -0.11
C 3.64375 0.07678 -4.43730 0.06 0.63 -0.35
S 3.22288 -1.28391 -3.35885 -0.09 -0.25 0.05
O 2.08499 -1.98143 -3.91994 0.17 0.26 0.38
O 3.25235 -0.82882 -1.98318 -0.70 -0.69 -1.35
C 4.68812 -2.24729 -3.67600 0.43 -0.35 -0.10
H 6.20058 -2.06992 -5.23011 -0.17 0.02 0.03
H 4.53598 -2.18135 -5.82839 0.09 0.00 0.12
H 5.79938 0.18631 -4.36360 -0.11 -0.07 -0.09
H 5.14859 0.19313 -6.00582 -0.03 -0.04 0.18
H 3.65190 1.00650 -3.86279 -0.18 -0.22 0.00
H 2.88692 0.13186 -5.22460 0.02 -0.10 0.21
H 4.44665 -3.31142 -3.65922 -0.12 0.16 0.13
H 5.41765 -2.01383 -2.89476 -0.16 -0.01 -0.04
C -3.06668 -5.76087 -4.64242 -0.17 0.03 -0.20
C -3.74104 -6.33122 -3.39561 -0.27 0.23 0.13
C -3.04166 -7.64663 -3.05702 -0.64 -0.18 0.32
S -1.37150 -7.49765 -3.67351 0.47 0.03 0.18
O -1.18821 -8.45582 -4.74331 0.12 0.18 0.44
O -0.45663 -7.40111 -2.55363 -0.19 -0.33 -0.54
C -1.57055 -5.87948 -4.39290 -0.04 0.50 -0.26
H -3.36257 -4.72382 -4.82576 0.07 -0.13 0.00
H -3.34942 -6.35452 -5.51996 0.06 0.10 0.08
H -3.62446 -5.62655 -2.56327 0.00 -0.08 -0.12
H -4.81403 -6.48274 -3.54933 0.16 0.01 0.06
H -3.01643 -7.82286 -1.97868 0.16 -0.11 -0.23
H -3.51506 -8.49315 -3.56196 0.21 0.08 0.04
H -0.97537 -5.79980 -5.30417 0.05 -0.14 0.19
H -1.23434 -5.14263 -3.65733 0.01 -0.14 -0.07
```
Forces are in eV/Å.


2.
Formula: C26H33N3O3
Source: OMol25
Level of theory: ωB97M-V/def2-TZVPD

Properties
- HOMO level: -0.2922 hartree
- M: 435.57 g/mol
- HOMO-LUMO gap: 8.50 eV
- LUMO level: 0.554 eV
- ΔE to the lowest compared entry with this formula, charge and spin: 0.885 eV
- Strongest force on any atom: 0.99 eV/Å
- SMILES: CCCCN(CC)CCCNC(=O)c1cn(-c2ccc(OC)cc2)c(=O)c2ccccc12

XYZ file:
```
65
Properties=species:S:1:pos:R:3:forces:R:3
C 3.35419 1.54123 -1.59403 -0.17 0.08 -0.16
H 4.05311 1.62428 -2.42289 0.14 0.01 -0.02
C 1.91938 1.59782 -2.10657 0.00 -0.17 0.21
C 0.88223 1.36952 -1.00644 0.10 0.35 -0.15
C 0.74834 2.55967 -0.05281 0.03 -0.31 -0.17
N -0.19033 2.26976 1.02647 0.08 0.07 0.04
C 0.39918 1.52435 2.12916 0.16 0.00 0.18
H -0.42555 1.13779 2.73781 0.05 -0.09 -0.03
C 1.36032 2.29978 3.03600 -0.20 -0.10 -0.25
H 2.20830 2.68155 2.47298 0.12 0.06 0.00
H 0.85749 3.13652 3.51468 -0.01 0.10 0.08
H 1.73896 1.63686 3.80938 0.07 -0.04 0.11
H 0.93005 0.66777 1.70498 -0.07 -0.08 0.05
C -0.97887 3.42261 1.45428 -0.11 0.23 -0.21
H -0.36493 4.33491 1.50376 0.00 -0.06 0.11
C -2.18498 3.67917 0.54036 0.04 -0.22 0.31
H -2.65048 4.61890 0.84080 0.00 0.05 -0.04
H -1.85456 3.78049 -0.49429 0.00 0.08 -0.08
C -3.22059 2.55954 0.62323 -0.23 0.11 -0.06
N -2.63358 1.33808 0.12903 0.10 0.13 0.10
C -3.32140 0.36360 -0.49668 0.37 0.06 0.21
O -4.52426 0.41510 -0.68259 -0.34 -0.07 -0.13
C -2.44148 -0.75829 -0.95420 0.26 -0.20 0.41
C -1.36644 -1.11257 -0.21028 -0.80 0.55 -0.21
N -0.45352 -2.04974 -0.59215 0.05 -0.18 -0.14
C -0.56525 -2.76338 -1.78526 0.13 -0.16 0.04
O 0.27232 -3.58937 -2.09741 0.00 -0.02 -0.06
C -1.74718 -2.44347 -2.58213 -0.42 0.17 -0.23
C -1.93586 -3.14493 -3.77670 0.07 -0.04 0.02
C -3.02594 -2.88620 -4.57381 0.08 -0.09 -0.01
C -3.94852 -1.91584 -4.18780 0.05 0.04 0.06
C -3.77900 -1.21216 -3.01771 -0.16 0.09 -0.08
C -2.67838 -1.46276 -2.18867 0.21 -0.29 -0.16
H -4.50103 -0.47224 -2.71219 -0.03 0.02 0.02
H -4.80616 -1.71476 -4.81308 -0.07 0.03 -0.03
H -3.16889 -3.43241 -5.49423 0.01 -0.05 -0.06
H -1.20215 -3.89011 -4.04542 0.04 -0.04 -0.03
C 0.66949 -2.26224 0.25150 0.34 -0.16 0.41
C 0.48829 -2.49619 1.60580 -0.05 0.02 -0.44
C 1.57679 -2.64762 2.44752 0.35 -0.01 0.27
C 2.86769 -2.57132 1.93526 -0.13 0.04 -0.09
C 3.04387 -2.34511 0.56793 0.03 -0.01 0.16
C 1.95946 -2.19142 -0.26648 -0.04 0.00 0.14
H 2.10429 -2.02336 -1.32128 0.01 0.01 -0.09
H 4.05019 -2.29430 0.18407 0.12 0.01 -0.06
O 4.00608 -2.69701 2.66720 -0.02 0.04 -0.34
C 3.89779 -2.97340 4.04268 -0.02 -0.04 0.22
H 3.38826 -2.16478 4.57716 0.00 -0.04 -0.02
H 4.92024 -3.05586 4.40755 -0.09 0.00 0.02
H 3.37282 -3.91670 4.22295 0.00 0.04 -0.01
H 1.40192 -2.83144 3.49556 0.02 -0.02 0.10
H -0.51059 -2.57220 2.00988 -0.10 -0.02 0.02
H -1.16024 -0.65264 0.74492 0.04 0.06 -0.01
H -1.62674 1.30199 0.26915 -0.04 -0.11 -0.14
H -3.54786 2.42956 1.66376 -0.06 0.09 -0.06
H -4.10467 2.78807 0.02082 0.07 -0.02 0.12
H -1.35432 3.21912 2.45992 0.03 0.04 0.05
H 0.37331 3.41637 -0.61644 0.04 0.03 0.01
H 1.73535 2.83280 0.34128 -0.02 0.12 -0.01
H 1.16308 0.47680 -0.44466 -0.04 -0.09 0.05
H -0.09082 1.18212 -1.46640 -0.06 -0.04 0.07
H 1.78882 0.82391 -2.86602 -0.03 0.07 -0.08
H 1.73751 2.56271 -2.58538 -0.05 0.01 -0.11
H 3.53679 0.59802 -1.08330 0.07 -0.11 0.08
H 3.55865 2.35305 -0.90053 0.10 0.06 0.10
```
Forces are in eV/Å.